{
  "formula": "C4H6O2",
  "method": "ωB97M-V/def2-TZVPD",
  "multiplicity": 1,
  "max_force_ev_per_a": 2.76,
  "e_above_lowest_kj_mol": 283.9,
  "e_homo_ev": -10.272,
  "e_tot_ev": -8337.519,
  "charge": 0,
  "smiles": "O=CC[C@H]1CO1",
  "species": ["O", "C", "C", "C", "C", "O", "H", "H", "H", "H", "H", "H"],
  "positions_angstrom": [[-1.693, 1.651, -1.166], [-1.760, 0.758, -0.341], [-0.671, -0.250, -0.473], [0.686, 0.149, 0.056], [1.527, -0.674, 0.922], [1.756, -0.617, -0.478], [-2.619, 0.702, 0.342], [-0.597, 0.179, -1.525], [-0.924, -1.292, -0.188], [0.850, 1.225, 0.023], [2.293, -0.202, 1.537], [1.153, -1.629, 1.292]],
  "forces_ev_per_a": [[-0.996, 0.546, 0.869], [-0.136, 0.938, -0.231], [0.255, 0.435, -0.690], [-0.135, 0.316, 0.186], [-0.018, -0.075, 0.362], [0.061, -0.005, -0.124], [0.101, -0.062, 0.236], [0.780, -2.634, 0.221], [0.084, 0.548, -0.798], [0.108, -0.065, 0.089], [-0.116, -0.075, -0.069], [0.013, 0.132, -0.053]],
  "mulliken_charge": [-0.4666, -0.0798, -0.4106, 0.0337, -0.3961, -0.4012, 0.3704, 0.1919, 0.3440, 0.3565, 0.2407, 0.2171]
}